C46H114F5FeN6O18S | ωB97M-V with the def2-TZVPD basis set

The calculation puts the frontier orbital gap (alpha / beta) at 8.66 / 6.84 eV. The spin multiplicity is 6.

Element x y z (Å)
Fe1 1.962 2.166 -0.584
C1 -0.210 -1.563 -0.426
F1 0.714 -2.397 -0.899
F2 -0.554 -0.838 -1.481
F3 -1.353 -2.197 -0.097
S1 0.425 -0.454 0.993
O1 1.109 -1.261 1.954
O2 1.347 0.465 0.288
O3 -0.761 0.221 1.429
F4 1.451 1.704 -2.347
F5 2.670 2.641 1.117
C2 -4.845 -0.944 -0.012
C3 -5.480 0.356 -0.472
C4 -4.785 0.836 -1.712
O4 -6.876 0.265 -0.811
H1 -5.102 -1.197 1.006
H2 -3.757 -0.784 -0.146
H3 -5.205 -1.695 -0.692
H4 -5.491 1.122 0.299
H5 -5.319 1.670 -2.188
H6 -4.796 -0.003 -2.433
H7 -3.705 0.984 -1.500
H8 -6.983 -0.638 -1.151
C5 0.975 1.721 -5.922
C6 1.290 0.232 -5.798
C7 1.993 -0.300 -7.088
O5 2.100 -0.020 -4.674
H9 1.976 2.223 -6.062
H10 0.617 2.093 -4.997
H11 0.283 1.991 -6.724
H12 0.331 -0.312 -5.707
H13 2.987 0.199 -7.163
H14 1.374 -0.258 -7.963
H15 2.174 -1.365 -7.029
H16 2.009 0.661 -3.949
C8 2.928 -4.146 -5.938
C9 3.408 -4.058 -4.449
C10 2.416 -3.300 -3.688
O6 3.515 -5.419 -3.986
H17 3.552 -4.873 -6.543
H18 3.043 -3.128 -6.372
H19 1.936 -4.480 -6.009
H20 4.386 -3.554 -4.437
H21 1.438 -3.754 -3.749
H22 2.260 -2.289 -4.155
H23 2.636 -3.059 -2.668
H24 3.600 -5.398 -3.008
C11 -2.323 -1.835 7.228
O7 -2.287 -0.788 6.282
C12 -2.609 -1.218 4.984
C13 -1.806 -2.292 4.325
N1 -2.474 -2.776 3.169
C14 -2.175 -4.095 2.729
C15 -0.691 -4.410 2.313
O8 0.053 -4.572 3.534
C16 1.466 -4.902 3.306
H25 -3.338 -2.235 7.162
H26 -2.046 -1.425 8.162
H27 -1.635 -2.637 7.002
H28 -2.690 -0.336 4.382
H29 -3.639 -1.590 5.000
H30 -1.764 -3.107 5.001
H31 -0.774 -1.913 4.192
H32 -2.396 -2.203 2.352
H33 -2.832 -4.226 1.830
H34 -2.480 -4.848 3.436
H35 -0.281 -3.556 1.789
H36 -0.633 -5.221 1.637
H37 1.682 -5.985 3.082
H38 1.957 -4.708 4.230
H39 1.906 -4.232 2.506
C17 -2.263 3.814 -3.232
O9 -1.636 4.389 -2.058
C18 -2.038 3.694 -0.850
C19 -0.981 2.712 -0.498
N2 0.326 3.424 -0.370
C20 0.267 4.378 0.804
C21 0.365 5.861 0.542
O10 1.576 6.211 -0.031
C22 1.638 7.509 -0.512
H40 -1.739 2.893 -3.403
H41 -2.045 4.448 -4.076
H42 -3.348 3.738 -3.056
H43 -2.943 3.162 -0.982
H44 -2.297 4.379 -0.109
H45 -0.830 1.933 -1.218
H46 -1.207 2.221 0.425
H47 0.447 3.957 -1.238
H48 1.146 4.207 1.428
H49 -0.590 4.252 1.449
H50 0.158 6.389 1.496
H51 -0.463 6.137 -0.148
H52 0.626 7.883 -0.885
H53 2.427 7.598 -1.250
H54 1.909 8.166 0.353
C23 1.743 -0.849 5.497
O11 3.072 -0.361 5.380
C24 3.099 0.667 4.412
C25 4.529 0.707 3.844
N3 4.836 -0.552 3.181
C26 4.375 -0.697 1.803
C27 4.839 -1.967 1.216
O12 6.091 -1.909 0.506
C28 7.173 -1.510 1.314
H55 1.839 -1.562 6.282
H56 1.296 -1.241 4.558
H57 1.041 0.042 5.926
H58 2.960 1.663 4.923
H59 2.340 0.550 3.624
H60 5.327 0.862 4.604
H61 4.497 1.474 3.020
H62 4.303 -1.261 3.636
H63 4.763 0.138 1.201
H64 3.287 -0.620 1.700
H65 4.157 -2.250 0.431
H66 4.949 -2.743 2.016
H67 7.030 -0.487 1.630
H68 7.961 -1.577 0.645
H69 7.365 -2.180 2.142
C29 4.156 -0.056 -1.643
O13 3.944 1.223 -0.968
C30 5.027 2.126 -1.211
C31 4.556 3.481 -0.696
N4 3.310 3.863 -1.410
C32 3.417 3.785 -2.854
C33 2.273 4.438 -3.616
O14 2.119 5.766 -3.140
C34 0.937 6.438 -3.715
H70 4.282 0.134 -2.731
H71 3.285 -0.670 -1.510
H72 5.065 -0.457 -1.270
H73 5.248 2.207 -2.279
H74 5.918 1.805 -0.608
H75 5.375 4.086 -1.024
H76 4.499 3.590 0.339
H77 3.099 4.815 -1.051
H78 3.604 2.752 -3.190
H79 4.314 4.476 -3.100
H80 1.292 3.902 -3.493
H81 2.532 4.534 -4.665
H82 0.805 6.260 -4.789
H83 1.078 7.523 -3.484
H84 0.025 6.103 -3.189
C35 -5.917 -3.054 -3.222
O15 -4.689 -3.495 -2.667
C36 -3.679 -3.634 -3.668
C37 -2.375 -4.246 -3.160
N5 -2.573 -5.507 -2.452
C38 -1.346 -6.083 -1.924
C39 -1.660 -7.099 -0.840
O16 -2.430 -6.445 0.139
C40 -2.667 -7.261 1.272
H85 -5.861 -2.084 -3.686
H86 -6.540 -2.880 -2.353
H87 -6.297 -3.858 -3.847
H88 -3.519 -2.635 -4.089
H89 -4.083 -4.243 -4.438
H90 -1.837 -3.447 -2.650
H91 -1.800 -4.529 -4.069
H92 -3.320 -5.371 -1.752
H93 -0.691 -5.235 -1.666
H94 -0.883 -6.636 -2.731
H95 -0.796 -7.523 -0.377
H96 -2.224 -7.925 -1.362
H97 -3.284 -8.156 0.980
H98 -3.157 -6.704 2.063
H99 -1.694 -7.625 1.682
C41 -5.365 0.586 3.260
O17 -5.025 1.801 3.926
C42 -5.062 3.057 3.245
C43 -4.046 3.174 2.119
N6 -2.612 3.364 2.487
C44 -2.111 2.364 3.450
C45 -0.669 2.581 3.826
O18 -0.385 3.900 4.214
C46 0.967 3.961 4.566
H100 -4.623 0.200 2.537
H101 -6.285 0.812 2.645
H102 -5.582 -0.181 4.011
H103 -4.829 3.783 4.050
H104 -6.073 3.104 2.884
H105 -4.352 4.050 1.479
H106 -4.089 2.246 1.471
H107 -2.570 4.268 2.964
H108 -2.196 1.349 3.066
H109 -2.697 2.427 4.359
H110 -0.022 2.324 2.998
H111 -0.450 1.950 4.718
H112 1.178 5.005 4.688
H113 1.590 3.474 3.855
H114 1.215 3.503 5.539